{
  "formula": "C5H8O",
  "method": "ωB97M-V/def2-TZVPD",
  "elements": ["C", "C", "C", "C", "C", "O", "H", "H", "H", "H", "H", "H", "H", "H"],
  "coordinates": [[1.761, -0.268, 0.551], [0.559, 0.184, -0.245], [-0.340, -0.793, -0.916], [-0.830, -0.057, 0.314], [-1.844, 1.004, 0.129], [-2.702, 1.297, 0.928], [1.572, -1.234, 1.033], [2.008, 0.454, 1.336], [2.641, -0.384, -0.091], [0.687, 1.136, -0.761], [-0.136, -1.853, -0.798], [-0.783, -0.527, -1.874], [-0.910, -0.613, 1.244], [-1.759, 1.549, -0.840]],
  "forces_ev_per_angstrom": [[0.02, -0.04, 0.04], [0.09, 0.08, -0.05], [0.03, -0.10, -0.17], [-0.13, 0.04, 0.18], [-0.12, 0.01, 0.16], [0.33, -0.13, -0.29], [-0.01, 0.13, -0.07], [-0.04, -0.09, -0.11], [-0.15, 0.02, 0.06], [-0.06, -0.15, 0.08], [-0.02, 0.17, 0.02], [0.07, 0.00, 0.18], [0.02, 0.07, -0.11], [-0.03, -0.02, 0.08]],
  "nbo_charge": [-0.602, -0.201, -0.399, -0.348, 0.444, -0.525, 0.208, 0.217, 0.215, 0.216, 0.225, 0.220, 0.234, 0.095],
  "relative_energy_kcal_mol": 24.30,
  "multiplicity": 1,
  "gap_ev": 10.8
}